(1)
Formula: C5H13N2O
Source: the OMol25 dataset
Level of theory: ωB97M-V/def2-TZVPD

The energy above the lowest of the compared OMol25 structures with the same formula, charge and spin is 141.6 kJ/mol. For the frontier orbital gap, the calculation gives 6.622 eV. The net charge is -1.

Last columns: bonded neighbours and bond lengths (Å).
CARTESIAN COORDINATES (ANGSTROEM)
1 C 1.27 1.03 0.97  C2 1.541, H9 1.119, H10 1.085, H11 1.084
2 C 1.02 1.31 -0.52  C1 1.541, N3 1.460, C4 1.599, H12 1.086
3 N 0.47 2.62 -0.86  C2 1.460, H13 1.014, H14 1.014
4 C -0.03 0.26 -1.12  C2 1.599, N5 1.525, H15 1.102, H16 1.086
5 N 0.40 -1.18 -0.90  C4 1.525, C6 1.479, H17 1.011
6 C -0.77 -1.90 -0.36  N5 1.479, C7 1.531, H18 1.101, H19 1.101
7 C -1.06 -1.82 1.14  C6 1.531, O8 1.369, H20 1.135, H21 1.101
8 O -1.39 -0.53 1.48  C7 1.369
9 H 0.71 0.10 1.26  C1 1.119
10 H 2.35 1.02 1.12  C1 1.085
11 H 0.74 1.64 1.70  C1 1.084
12 H 1.96 1.10 -1.03  C2 1.086
13 H -0.52 2.54 -0.67  N3 1.014
14 H 0.89 3.31 -0.24  N3 1.014
15 H 0.08 0.44 -2.21  C4 1.102
16 H -1.06 0.37 -0.80  C4 1.086
17 H 1.13 -1.17 -0.20  N5 1.011
18 H -0.64 -2.97 -0.60  C6 1.101
19 H -1.68 -1.75 -0.97  C6 1.101
20 H -0.19 -2.25 1.72  C7 1.135
21 H -1.90 -2.49 1.36  C7 1.101



(2)
Formula: C7H11N3O2
Source: the OMol25 dataset
Level of theory: ωB97M-V/def2-TZVPD

The energy above the lowest of the compared OMol25 structures with the same formula, charge and spin is 157.0 kJ/mol. For the frontier orbital gap (spin up / spin down), the calculation gives 7.938 / 7.651 eV. The net charge is +2.

Last columns: bonded neighbours and bond lengths (Å).
CARTESIAN COORDINATES (ANGSTROEM)
1 O -2.04 -0.54 0.93  C2 1.206
2 C -2.11 0.54 1.47  O1 1.206, O3 1.292, N6 1.455
3 O -2.96 0.99 2.32  C2 1.292, N4 1.292
4 N -2.70 2.20 2.70  O3 1.292, C5 1.568
5 C -1.21 2.42 2.26  N4 1.568, N6 1.364, H13 1.094
6 N -0.93 1.39 1.41  C2 1.455, C5 1.364, C7 1.294
7 C 0.19 1.07 0.84  N6 1.294, C8 1.479, H14 1.034
8 C 0.27 -0.16 0.03  C7 1.479, C9 1.632, C12 1.613, H15 1.070
9 C 1.79 -0.73 -0.14  C8 1.632, C10 1.552, H16 1.109, H17 1.044
10 C 1.68 -1.76 -1.30  C9 1.552, N11 1.567, H18 1.191, H19 1.058
11 N 0.59 -1.13 -2.22  C10 1.567, C12 1.543, H20 1.037, H21 1.061
12 C -0.48 -0.38 -1.39  C8 1.613, N11 1.543, H22 1.104, H23 1.143
13 H -0.76 3.41 2.24  C5 1.094
14 H 1.08 1.55 1.05  C7 1.034
15 H -0.22 -0.79 0.75  C8 1.070
16 H 2.02 -1.14 0.86  C9 1.109
17 H 2.41 0.09 -0.30  C9 1.044
18 H 2.71 -1.75 -1.91  C10 1.191
19 H 1.48 -2.68 -0.82  C10 1.058
20 H 1.05 -0.54 -2.94  N11 1.037
21 H 0.22 -1.92 -2.83  N11 1.061
22 H -1.48 -0.82 -1.24  C12 1.104
23 H -0.61 0.68 -1.78  C12 1.143



(3)
Formula: C2F3NO2S
Source: the OMol25 dataset
Level of theory: ωB97M-V/def2-TZVPD

The energy above the lowest of the compared OMol25 structures with the same formula, charge and spin is 191.2 kJ/mol. For the frontier orbital gap, the calculation gives 8.066 eV.

Last columns: bonded neighbours and bond lengths (Å).
CARTESIAN COORDINATES (ANGSTROEM)
1 O 0.30 1.69 -0.34  C2 1.210
2 C -0.01 0.54 -0.11  O1 1.210, O3 1.365, C6 1.466
3 O -0.41 -0.46 -0.95  C2 1.365, N4 1.533
4 N -0.67 -0.31 -2.45  O3 1.533, S5 1.491
5 S 0.51 0.02 -3.30  N4 1.491
6 C -0.06 0.03 1.26  C2 1.466, F7 1.400, F8 1.317, F9 1.333
7 F 0.47 -1.26 1.20  C6 1.400
8 F 0.63 0.64 2.21  C6 1.317
9 F -1.32 -0.16 1.66  C6 1.333



(4)
Formula: C43H56Cl4F2IN2O2
Source: the OMol25 dataset
Level of theory: ωB97M-V/def2-TZVPD

For the frontier orbital gap, the calculation gives 5.640 eV. The net charge is +1.

Last columns: bonded neighbours and bond lengths (Å).
CARTESIAN COORDINATES (ANGSTROEM)
1 C -2.79 7.61 4.18  C2 1.215, H41 1.121
2 C -3.32 7.24 3.15  C1 1.215, C3 1.572
3 C -3.70 6.88 1.66  C2 1.572, C4 1.595, H42 1.140, H43 1.125
4 C -3.40 5.36 1.31  C3 1.595, C5 1.571, N39 1.500, H44 1.140
5 C -1.96 4.84 1.66  C4 1.571, C6 1.606, N26 1.486, H45 1.141
6 C -1.82 3.24 1.74  C5 1.606, C7 1.577, H46 1.142, H47 1.137
7 C -2.99 2.51 2.51  C6 1.577, O8 1.454, H48 1.136, H49 1.137
8 O -3.87 1.97 1.48  C7 1.454, C9 1.439
9 C -4.37 0.66 1.83  O8 1.439, C10 1.613, H50 1.127, H51 1.133
10 C -4.55 -0.14 0.44  C9 1.613, O11 1.432, H52 1.139, H53 1.138
11 O -3.97 -1.45 0.47  C10 1.432, C12 1.400
12 C -2.57 -1.42 0.48  O11 1.400, C13 1.510, C25 1.487
13 C -1.85 -2.72 0.75  C12 1.510, C14 1.507, H54 1.124
14 C -0.35 -2.76 0.79  C13 1.507, C15 1.492, H55 1.128
15 C 0.51 -1.55 0.58  C14 1.492, C16 1.585, C24 1.501
16 C 2.09 -1.52 0.65  C15 1.585, C17 1.629, C18 1.611, C19 1.593
17 C 2.44 -1.13 2.19  C16 1.629, H56 1.129, H57 1.135, H58 1.133
18 C 2.72 -0.32 -0.22  C16 1.611, H59 1.129, H60 1.125, H61 1.140
19 C 2.79 -2.93 0.39  C16 1.593, C20 1.590, H62 1.135, H63 1.143
20 C 3.06 -3.29 -1.13  C19 1.590, C21 1.591, C22 1.620, C23 1.612
21 C 1.86 -2.97 -2.12  C20 1.591, H64 1.126, H65 1.129, H66 1.139
22 C 3.24 -4.90 -1.17  C20 1.620, H67 1.140, H68 1.127, H69 1.128
23 C 4.47 -2.72 -1.68  C20 1.612, H70 1.126, H71 1.137, H72 1.134
24 C -0.20 -0.26 0.30  C15 1.501, C25 1.508, H73 1.129
25 C -1.71 -0.23 0.24  C12 1.487, C24 1.508, H74 1.121
26 N -0.86 5.28 0.76  C5 1.486, C27 1.446, H75 1.019
27 C -1.21 5.77 -0.55  N26 1.446, C28 1.634, C32 1.566, C37 1.606
28 C -0.05 5.18 -1.53  C27 1.634, C29 1.586, H76 1.139, H77 1.137
29 C 1.34 5.94 -1.43  C28 1.586, C30 1.608, I31 2.218, H78 1.119
30 C 2.21 5.49 -0.15  C29 1.608, H79 1.140, H80 1.137, H81 1.125
31 I 2.51 5.19 -3.16  C29 2.218
32 C -1.22 7.31 -0.85  C27 1.566, Cl33 1.837, C34 1.390
33 Cl -1.72 7.96 -2.49  C32 1.837
34 C -0.82 8.34 0.00  C32 1.390, C35 1.560, Cl36 1.818
35 C -0.26 8.08 1.44  C34 1.560, H82 1.122, H83 1.128, H84 1.139
36 Cl -0.86 10.08 -0.50  C34 1.818
37 C -2.58 5.13 -1.10  C27 1.606, Cl38 1.853, N39 1.503, H85 1.136
38 Cl -2.36 3.46 -1.87  C37 1.853
39 N -3.69 4.97 -0.11  C4 1.500, C37 1.503, Cl40 1.760, H86 1.046
40 Cl -5.15 5.72 -0.76  N39 1.760
41 H -2.30 8.06 5.07  C1 1.121
42 H -4.82 7.08 1.63  C3 1.140
43 H -3.24 7.63 0.95  C3 1.125
44 H -4.18 4.80 1.93  C4 1.140
45 H -1.68 5.20 2.70  C5 1.141
46 H -0.88 3.07 2.36  C6 1.142
47 H -1.58 2.79 0.73  C6 1.137
48 H -3.61 3.18 3.19  C7 1.136
49 H -2.52 1.71 3.16  C7 1.137
50 H -3.67 0.04 2.46  C9 1.127
51 H -5.38 0.69 2.32  C9 1.133
52 H -5.66 -0.28 0.22  C10 1.139
53 H -4.16 0.50 -0.42  C10 1.138
54 H -2.40 -3.69 0.91  C13 1.124
55 H 0.13 -3.76 1.01  C14 1.128
56 H 3.14 -0.25 2.26  C17 1.129
57 H 1.47 -0.82 2.70  C17 1.135
58 H 2.83 -2.05 2.73  C17 1.133
59 H 2.17 -0.14 -1.19  C18 1.129
60 H 3.83 -0.43 -0.36  C18 1.125
61 H 2.56 0.62 0.41  C18 1.140
62 H 3.79 -2.90 0.92  C19 1.135
63 H 2.17 -3.72 0.93  C19 1.143
64 H 1.41 -1.95 -2.00  C21 1.126
65 H 2.23 -3.08 -3.19  C21 1.129
66 H 1.05 -3.73 -1.91  C21 1.139
67 H 4.32 -5.08 -0.84  C22 1.140
68 H 2.52 -5.39 -0.46  C22 1.127
69 H 3.13 -5.25 -2.24  C22 1.128
70 H 4.95 -3.40 -2.43  C23 1.126
71 H 4.32 -1.67 -2.11  C23 1.137
72 H 5.13 -2.60 -0.77  C23 1.134
73 H 0.34 0.72 0.13  C24 1.129
74 H -2.17 0.76 0.00  C25 1.121
75 H -0.16 4.54 0.78  N26 1.019
76 H 0.22 4.11 -1.26  C28 1.139
77 H -0.38 5.26 -2.62  C28 1.137
78 H 1.32 7.05 -1.59  C29 1.119
79 H 1.89 4.47 0.23  C30 1.140
80 H 3.28 5.33 -0.51  C30 1.137
81 H 2.27 6.27 0.65  C30 1.125
82 H -0.87 7.40 2.09  C35 1.122
83 H -0.10 9.07 1.96  C35 1.128
84 H 0.77 7.60 1.35  C35 1.139
85 H -3.03 5.71 -1.97  C37 1.136
86 H -3.96 3.96 -0.08  N39 1.046
87 F 1.37 -5.57 -3.68  C88 1.345
88 C 1.57 -6.49 -4.64  F87 1.345, C89 1.384, C93 1.384
89 C 2.12 -6.10 -5.85  C88 1.384, C90 1.390, H94 1.083
90 C 2.34 -7.06 -6.83  C89 1.390, C91 1.391, H95 1.084
91 C 1.98 -8.38 -6.61  C90 1.391, C92 1.390, H96 1.084
92 C 1.41 -8.76 -5.39  C91 1.390, C93 1.390, H97 1.084
93 C 1.21 -7.80 -4.40  C88 1.384, C92 1.390, H98 1.083
94 H 2.39 -5.07 -6.01  C89 1.083
95 H 2.78 -6.77 -7.78  C90 1.084
96 H 2.14 -9.13 -7.38  C91 1.084
97 H 1.13 -9.79 -5.22  C92 1.084
98 H 0.78 -8.08 -3.44  C93 1.083
99 F 1.69 -4.39 2.72  C100 1.348
100 C 1.23 -5.62 2.99  F99 1.348, C101 1.384, C105 1.383
101 C -0.10 -5.79 3.34  C100 1.384, C102 1.390, H106 1.084
102 C -0.57 -7.07 3.62  C101 1.390, C103 1.391, H107 1.084
103 C 0.28 -8.16 3.55  C102 1.391, C104 1.391, H108 1.084
104 C 1.62 -7.97 3.20  C103 1.391, C105 1.389, H109 1.084
105 C 2.09 -6.70 2.91  C100 1.383, C104 1.389, H110 1.083
106 H -0.75 -4.93 3.40  C101 1.084
107 H -1.61 -7.21 3.89  C102 1.084
108 H -0.09 -9.15 3.77  C103 1.084
109 H 2.29 -8.82 3.15  C104 1.084
110 H 3.13 -6.54 2.63  C105 1.083



(5)
Formula: C9H16N3
Source: the OMol25 dataset
Level of theory: ωB97M-V/def2-TZVPD

The energy above the lowest of the compared OMol25 structures with the same formula, charge and spin is 378.6 kJ/mol. For the frontier orbital gap, the calculation gives 6.081 eV. The net charge is +1.

Last columns: bonded neighbours and bond lengths (Å).
CARTESIAN COORDINATES (ANGSTROEM)
1 C -1.00 1.09 -1.91  N2 1.475, H10 1.093, H11 1.100, H12 1.098
2 N -0.26 1.09 -0.63  C1 1.475, C3 1.448, C9 1.313
3 C 1.19 1.08 -0.66  N2 1.448, C4 1.402, C8 1.401
4 C 1.88 -0.13 -0.70  C3 1.402, C5 1.399, H13 1.097
5 C 3.28 -0.13 -0.74  C4 1.399, C6 1.400, H14 1.092
6 C 3.98 1.08 -0.74  C5 1.400, C7 1.401, H15 1.088
7 C 3.28 2.30 -0.72  C6 1.401, C8 1.398, H16 1.092
8 C 1.88 2.30 -0.69  C3 1.401, C7 1.398, H17 1.096
9 C -0.93 1.06 0.50  N2 1.313, H18 1.095, H19 1.094
10 H -0.27 1.09 -2.72  C1 1.093
11 H -1.63 0.19 -1.99  C1 1.100
12 H -1.64 1.98 -1.99  C1 1.098
13 H 1.32 -1.07 -0.70  C4 1.097
14 H 3.82 -1.08 -0.75  C5 1.092
15 H 5.07 1.08 -0.77  C6 1.088
16 H 3.82 3.25 -0.72  C7 1.092
17 H 1.32 3.24 -0.67  C8 1.096
18 H -0.38 1.10 1.44  C9 1.095
19 H -2.03 1.10 0.47  C9 1.094
20 C -3.51 -2.46 1.96  N21 1.449, H23 1.091, H24 1.095, H25 1.100
21 N -2.17 -1.93 2.04  C20 1.449, N22 1.425, H26 1.014
22 N -1.40 -2.33 0.91  N21 1.425, H27 1.018, H28 1.017
23 H -4.03 -2.17 2.88  C20 1.091
24 H -4.03 -2.01 1.11  C20 1.095
25 H -3.54 -3.55 1.86  C20 1.100
26 H -1.67 -2.27 2.86  N21 1.014
27 H -1.86 -1.97 0.08  N22 1.018
28 H -0.48 -1.91 0.99  N22 1.017